No. 1
Entry from the OMol25 dataset: C22H25BrN2OSTi as an isolated structure (the ωB97M-V functional and the def2-TZVPD basis).

Computed properties:
Multiplicity: 2
Frontier orbital gap (spin up / spin down) (eV): 6.7 / 7.1
Charge: +1

Atoms and positions in Å:
Ti (-0.52, 0.09, 0.05)
S (1.43, -1.04, -0.73)
C (1.23, 0.34, -1.78)
C (2.01, 0.59, -2.91)
C (1.72, 1.69, -3.69)
C (0.66, 2.53, -3.34)
C (-0.06, 2.24, -2.22)
N (0.22, 1.18, -1.44)
H (2.81, -0.10, -3.16)
H (2.30, 1.89, -4.58)
H (0.41, 3.39, -3.94)
H (-0.89, 2.85, -1.90)
Br (-2.40, 1.89, 1.44)
C (-0.68, 1.77, 2.27)
C (-0.46, 2.21, 3.55)
C (0.82, 2.07, 4.07)
C (1.81, 1.54, 3.25)
C (1.50, 1.13, 1.98)
N (0.24, 1.21, 1.47)
H (-1.27, 2.65, 4.12)
H (1.03, 2.38, 5.08)
H (2.83, 1.45, 3.60)
H (2.24, 0.70, 1.31)
C (-2.05, -1.54, -2.81)
C (-3.32, -0.99, -2.14)
C (-3.22, 0.52, -1.91)
C (-3.69, -1.75, -0.88)
C (-4.89, -2.45, -0.84)
C (-5.24, -3.21, 0.26)
C (-4.37, -3.30, 1.33)
C (-3.17, -2.62, 1.36)
C (-2.22, -2.87, 2.52)
C (-1.78, -1.63, 3.31)
C (-1.00, -3.67, 2.04)
C (-2.85, -1.81, 0.25)
O (-1.71, -1.06, 0.26)
H (-1.87, -1.04, -3.76)
H (-2.16, -2.61, -3.01)
H (-1.17, -1.42, -2.18)
H (-4.13, -1.14, -2.85)
H (-2.36, 0.76, -1.28)
H (-4.11, 0.90, -1.41)
H (-3.11, 1.05, -2.86)
H (-5.55, -2.40, -1.70)
H (-6.17, -3.75, 0.26)
H (-4.64, -3.92, 2.18)
H (-2.77, -3.50, 3.22)
H (-0.95, -1.13, 2.81)
H (-1.43, -1.93, 4.30)
H (-2.61, -0.94, 3.44)
H (-0.38, -3.08, 1.36)
H (-1.31, -4.57, 1.51)
H (-0.38, -3.98, 2.89)

Atomic partial charges in e from the natural (NBO) method, atoms 1 to 6: 1.399, -0.174, 0.092, -0.257, -0.097, -0.273


No. 2
Entry from the OMol25 dataset: C22H25CaINO as an isolated structure (the ωB97M-V functional and the def2-TZVPD basis).

Computed properties:
Frontier orbital gap (eV): 6.4
Charge: -1

Atoms and positions in Å:
C (2.18, 0.29, 3.30)
C (2.20, -0.49, 2.12)
C (1.95, 0.35, 1.01)
H (2.47, -1.54, 2.05)
C (1.76, 1.67, 1.51)
C (1.92, 1.63, 2.93)
H (1.64, 2.57, 0.91)
C (-1.44, -2.33, 3.45)
C (-0.17, -2.70, 2.91)
C (-0.25, -2.65, 1.50)
H (0.71, -2.97, 3.49)
C (-1.57, -2.22, 1.14)
C (-2.31, -2.07, 2.35)
H (2.05, 0.08, -0.03)
H (1.92, 2.49, 3.60)
H (2.46, -0.07, 4.28)
H (-3.35, -1.77, 2.41)
H (0.54, -2.90, 0.80)
H (-1.70, -2.29, 4.51)
Ca (-0.46, 0.65, 2.36)
C (-1.97, -1.52, -0.16)
C (-3.47, -1.46, -0.44)
C (-1.17, -2.00, -1.37)
H (-3.92, -2.46, -0.37)
H (-3.65, -1.09, -1.46)
H (-3.99, -0.78, 0.25)
H (-1.35, -3.08, -1.54)
H (-0.08, -1.87, -1.25)
H (-1.49, -1.48, -2.28)
C (-1.56, -0.07, 0.21)
C (-1.82, 1.26, -0.49)
H (-0.44, -0.08, 0.33)
H (-2.13, 0.09, 1.17)
O (-2.23, 2.19, 0.25)
N (-1.45, 1.40, -1.85)
C (-0.37, 2.41, -2.12)
H (-2.27, 1.71, -2.37)
C (0.95, 1.75, -2.45)
C (2.12, 2.48, -2.28)
H (2.06, 3.48, -1.87)
C (3.35, 1.96, -2.70)
H (4.26, 2.56, -2.59)
C (3.41, 0.68, -3.27)
H (4.36, 0.28, -3.63)
C (2.24, -0.07, -3.41)
H (2.27, -1.07, -3.86)
C (1.01, 0.46, -3.00)
H (0.08, -0.09, -3.16)
H (-0.27, 3.04, -1.20)
H (-0.73, 3.06, -2.98)
I (-2.33, 2.56, 3.29)

Atomic partial charges in e from the natural (NBO) method, atoms 1 to 6: -0.385, -0.317, -0.409, 0.216, -0.459, -0.415


No. 3
Entry from the OMol25 dataset: one molecule with the formula C22H25ClO7 (the ωB97M-V functional and the def2-TZVPD basis).

Computed properties:
Frontier orbital gap (eV): 9.0
SMILES: O[C@H]1[C@@H](O)[C@@H](O)O[C@@H](c2ccc(Cl)c(Cc3ccc(O[C@H]4CCOC4)cc3)c2)[C@@H]1O
Charge: 0

Atoms and positions in Å:
O (0.38, -0.52, -1.27)
C (1.63, -1.02, -1.68)
O (2.66, -0.12, -1.48)
C (3.08, 0.16, -0.13)
C (2.83, 1.60, 0.26)
C (1.53, 2.09, 0.28)
C (1.23, 3.38, 0.69)
C (2.30, 4.20, 1.06)
C (3.60, 3.73, 1.05)
C (3.86, 2.43, 0.66)
H (4.88, 2.06, 0.68)
H (4.41, 4.38, 1.35)
Cl (2.00, 5.83, 1.58)
C (-0.20, 3.85, 0.75)
C (-1.14, 2.67, 0.73)
C (-1.87, 2.34, -0.40)
C (-2.60, 1.17, -0.47)
C (-2.60, 0.29, 0.60)
C (-1.91, 0.64, 1.76)
C (-1.20, 1.82, 1.83)
H (-0.66, 2.07, 2.73)
H (-1.95, -0.04, 2.60)
O (-3.21, -0.93, 0.64)
C (-3.86, -1.44, -0.51)
C (-2.89, -1.75, -1.67)
H (-1.90, -1.37, -1.43)
H (-3.22, -1.31, -2.61)
C (-2.89, -3.29, -1.74)
H (-3.54, -3.63, -2.56)
O (-3.41, -3.74, -0.51)
C (-4.40, -2.83, -0.13)
H (-5.34, -3.02, -0.66)
H (-4.56, -2.91, 0.95)
H (-1.89, -3.72, -1.85)
H (-4.67, -0.76, -0.81)
H (-3.15, 0.95, -1.38)
H (-1.86, 3.01, -1.26)
H (-0.40, 4.51, -0.10)
H (-0.35, 4.44, 1.66)
H (0.72, 1.45, -0.01)
C (2.45, -0.80, 0.88)
O (3.14, -0.67, 2.10)
H (3.01, -1.50, 2.58)
C (2.60, -2.24, 0.34)
O (2.17, -3.16, 1.30)
H (1.34, -3.56, 0.95)
C (1.82, -2.40, -0.99)
O (0.60, -3.03, -0.77)
H (-0.05, -2.36, -0.49)
H (2.39, -3.06, -1.66)
H (3.67, -2.41, 0.17)
H (1.38, -0.57, 1.03)
H (4.17, -0.03, -0.11)
H (1.62, -1.16, -2.77)
H (0.22, 0.32, -1.72)

Atomic partial charges in e from the natural (NBO) method, atoms 1 to 6: -0.757, 0.354, -0.524, 0.075, -0.052, -0.162


No. 4
Entry from the OMol25 dataset: C22H25CrN7O3S as an isolated structure (the ωB97M-V functional and the def2-TZVPD basis).

Computed properties:
Multiplicity: 4
Frontier orbital gap (spin up / spin down) (eV): 7.5 / 7.4
Charge: +1

Atoms and positions in Å:
Cr (-0.65, -0.28, -0.59)
C (-1.87, -4.33, 0.06)
C (-0.80, -4.95, 0.71)
C (0.37, -4.25, 0.85)
C (0.49, -2.94, 0.36)
N (-0.57, -2.32, -0.23)
C (-1.71, -3.05, -0.38)
N (1.74, -2.39, 0.47)
C (2.03, -1.16, 0.21)
N (1.18, -0.12, -0.06)
C (1.93, 1.01, -0.36)
N (1.54, 2.17, -0.73)
C (0.23, 2.55, -0.93)
C (0.03, 3.90, -1.22)
C (-1.24, 4.41, -1.38)
C (-2.33, 3.55, -1.24)
C (-2.08, 2.23, -0.99)
N (-0.83, 1.71, -0.84)
C (3.36, 0.68, -0.18)
C (4.49, 1.44, -0.32)
C (5.71, 0.81, -0.08)
C (5.78, -0.53, 0.27)
C (4.62, -1.30, 0.40)
C (3.42, -0.66, 0.18)
H (-2.81, -4.85, -0.11)
H (-0.89, -5.96, 1.09)
H (1.24, -4.67, 1.33)
H (-2.52, -2.55, -0.89)
H (0.91, 4.52, -1.31)
H (-1.39, 5.45, -1.61)
H (-3.34, 3.90, -1.36)
H (-2.90, 1.52, -0.93)
H (4.43, 2.49, -0.60)
H (6.63, 1.38, -0.18)
H (6.74, -0.99, 0.43)
H (4.66, -2.34, 0.67)
N (0.16, 1.78, 2.29)
C (-1.04, 2.31, 2.94)
C (-2.06, 1.21, 3.21)
C (-2.76, 0.60, 2.00)
N (-2.00, -0.41, 1.19)
H (0.66, 1.17, 2.93)
H (0.80, 2.54, 2.06)
H (-1.48, 3.06, 2.28)
H (-0.82, 2.81, 3.89)
H (-2.85, 1.64, 3.82)
H (-1.60, 0.42, 3.81)
H (-3.08, 1.40, 1.33)
H (-3.66, 0.10, 2.36)
H (-2.69, -0.96, 0.70)
H (-1.54, -1.05, 1.84)
C (-1.53, -2.17, -3.81)
S (-1.41, -0.56, -3.09)
O (-1.73, 0.43, -4.07)
O (-0.04, -0.46, -2.50)
O (-2.30, -0.56, -1.87)
H (-1.10, -2.12, -4.81)
H (-2.59, -2.43, -3.86)
H (-0.98, -2.87, -3.18)

Atomic partial charges in e from the Mulliken method, atoms 1 to 6: -0.079, -1.132, -0.500, -0.560, 0.232, 0.799


No. 5
Entry from the OMol25 dataset: a 8-piece molecular cluster, C22H25F9NO23S2 overall (the ωB97M-V functional and the def2-TZVPD basis).

Computed properties:
Frontier orbital gap (eV): 8.6
Charge: +1

Atoms and positions in Å:
C (-1.40, 1.42, 3.35)
N (-0.04, 1.74, 2.77)
F (0.26, 3.07, 3.01)
S (-0.13, 1.40, 1.03)
S (1.24, 0.77, 3.62)
O (0.87, -0.56, 3.37)
O (1.40, 1.35, 4.88)
F (2.38, 1.21, 2.69)
H (-1.76, 2.31, 3.85)
H (-2.08, 1.20, 2.52)
H (-1.33, 0.54, 3.99)
H (1.13, 1.75, 0.70)
C (1.74, 3.55, -2.44)
C (2.39, 2.70, -3.52)
O (2.31, 1.39, -2.94)
C (1.24, 1.37, -2.13)
O (0.75, 0.38, -1.67)
O (0.81, 2.61, -1.86)
F (3.68, 3.03, -3.69)
H (2.47, 3.85, -1.69)
H (1.22, 4.42, -2.83)
H (1.87, 2.71, -4.47)
C (-6.27, -1.02, 4.30)
C (-5.92, -0.15, 5.49)
O (-4.76, 0.55, 5.01)
C (-4.86, 0.62, 3.66)
O (-4.20, 1.34, 2.97)
O (-5.79, -0.22, 3.20)
F (-5.58, -0.86, 6.58)
H (-5.72, -1.96, 4.33)
H (-7.33, -1.22, 4.20)
H (-6.68, 0.58, 5.76)
C (4.31, 3.72, -7.55)
C (4.18, 2.26, -7.96)
O (3.04, 1.85, -7.22)
C (2.26, 2.94, -7.01)
O (1.14, 2.90, -6.61)
O (2.94, 4.07, -7.27)
F (5.24, 1.52, -7.59)
H (4.90, 3.81, -6.64)
H (4.72, 4.36, -8.32)
H (3.99, 2.10, -9.03)
C (-0.31, -2.64, -2.06)
C (-0.46, -4.10, -2.45)
O (-1.59, -4.50, -1.69)
C (-2.37, -3.39, -1.48)
O (-3.48, -3.42, -1.09)
O (-1.67, -2.27, -1.78)
F (0.60, -4.85, -2.08)
H (0.29, -2.54, -1.15)
H (0.10, -2.01, -2.84)
H (-0.66, -4.26, -3.51)
C (-2.66, 2.35, 8.85)
C (-3.80, 1.69, 8.10)
O (-4.87, 2.58, 8.32)
C (-4.34, 3.83, 8.52)
O (-4.96, 4.83, 8.48)
O (-3.01, 3.73, 8.74)
F (-4.11, 0.47, 8.61)
H (-2.66, 2.05, 9.90)
H (-1.68, 2.16, 8.42)
H (-3.64, 1.59, 7.03)
C (6.53, 1.26, -0.51)
C (7.55, 1.96, -1.38)
O (6.75, 2.89, -2.09)
C (5.66, 3.18, -1.34)
O (4.93, 4.08, -1.54)
O (5.54, 2.28, -0.32)
F (8.15, 1.12, -2.24)
H (6.08, 0.42, -1.05)
H (6.92, 0.92, 0.45)
H (8.32, 2.51, -0.82)
C (-2.78, -7.93, -2.73)
C (-1.32, -8.34, -2.62)
O (-1.02, -8.73, -3.94)
C (-1.84, -8.04, -4.78)
O (-1.69, -7.94, -5.95)
O (-2.85, -7.47, -4.08)
F (-1.14, -9.39, -1.78)
H (-3.44, -8.79, -2.59)
H (-3.05, -7.14, -2.03)
H (-0.64, -7.54, -2.32)

Atomic partial charges in e from the Mulliken method, atoms 1 to 6: -1.129, 0.385, -0.164, 0.235, 1.148, -0.427


No. 6
Entry from the OMol25 dataset: one molecule with the formula C22H25FN2O3S (the ωB97M-V functional and the def2-TZVPD basis).

Computed properties:
Frontier orbital gap (eV): 8.6
SMILES: Cc1ccc(NC(=O)c2cc(S(=O)(=O)NCCC3=CCCCC3)ccc2F)cc1
Charge: 0

Atoms and positions in Å:
C (-7.66, -0.86, 0.70)
C (-6.26, -0.37, 0.49)
C (-5.37, -0.25, 1.55)
C (-4.07, 0.18, 1.37)
C (-3.62, 0.49, 0.09)
C (-4.50, 0.37, -0.99)
C (-5.80, -0.06, -0.79)
H (-6.46, -0.15, -1.63)
H (-4.16, 0.61, -1.99)
N (-2.32, 0.93, -0.19)
C (-1.29, 1.10, 0.67)
O (-1.34, 0.93, 1.87)
C (0.01, 1.51, 0.02)
C (0.14, 2.28, -1.13)
C (1.38, 2.63, -1.65)
C (2.53, 2.19, -1.02)
C (2.41, 1.42, 0.13)
C (1.18, 1.10, 0.65)
H (1.12, 0.52, 1.56)
S (3.91, 0.79, 0.88)
O (3.64, 0.42, 2.23)
O (4.98, 1.70, 0.58)
N (4.14, -0.58, -0.05)
H (4.92, -0.47, -0.68)
C (4.07, -1.89, 0.58)
H (5.06, -2.20, 0.94)
H (3.41, -1.78, 1.44)
C (3.52, -2.96, -0.38)
C (2.05, -2.81, -0.62)
C (1.16, -3.53, 0.05)
C (-0.32, -3.39, -0.09)
C (-0.68, -2.06, -0.74)
C (0.16, -1.87, -2.00)
C (1.64, -1.77, -1.63)
H (2.25, -1.88, -2.53)
H (1.86, -0.78, -1.21)
H (-0.15, -0.96, -2.53)
H (0.00, -2.72, -2.66)
H (-0.48, -1.25, -0.04)
H (-1.75, -2.04, -0.99)
H (-0.79, -3.46, 0.90)
H (-0.71, -4.22, -0.69)
H (1.50, -4.27, 0.76)
H (3.72, -3.93, 0.07)
H (4.07, -2.89, -1.33)
H (3.51, 2.45, -1.38)
H (1.42, 3.25, -2.54)
F (-0.95, 2.73, -1.78)
H (-2.16, 1.11, -1.17)
H (-3.40, 0.28, 2.21)
H (-5.71, -0.48, 2.55)
H (-8.34, -0.41, -0.03)
H (-7.70, -1.94, 0.58)
H (-8.00, -0.62, 1.70)

Atomic partial charges in e from the natural (NBO) method, atoms 1 to 6: -0.625, -0.035, -0.198, -0.193, 0.114, -0.225


No. 7
Entry from the OMol25 dataset: one molecule with the formula C22H25FN4O3 (the ωB97M-V functional and the def2-TZVPD basis).

Computed properties:
Frontier orbital gap (eV): 9.1
SMILES: O=C(NCCN1CCN(C(=O)c2ccc(F)cc2)CC1)C(=O)NCc1ccccc1
Charge: 0

Atoms and positions in Å:
O (2.02, -0.27, 0.12)
C (1.58, -0.21, 1.26)
N (1.86, -1.06, 2.26)
C (2.66, -2.24, 2.13)
H (3.49, -2.21, 2.85)
C (1.86, -3.54, 2.38)
N (0.81, -3.88, 1.47)
C (-0.47, -3.19, 1.59)
H (-1.25, -3.95, 1.71)
C (-0.82, -2.33, 0.38)
N (-0.77, -3.12, -0.84)
C (-1.14, -2.63, -2.04)
O (-1.03, -3.27, -3.07)
C (-1.69, -1.23, -2.02)
C (-0.81, -0.16, -2.14)
C (-1.30, 1.14, -2.19)
C (-2.67, 1.33, -2.12)
C (-3.56, 0.28, -2.02)
C (-3.06, -1.01, -1.97)
H (-3.73, -1.85, -1.91)
H (-4.62, 0.47, -1.97)
F (-3.15, 2.59, -2.15)
H (-0.65, 1.99, -2.30)
H (0.25, -0.33, -2.19)
C (-0.02, -4.35, -0.76)
C (1.22, -4.12, 0.10)
H (1.87, -5.00, 0.08)
H (1.78, -3.27, -0.34)
H (0.26, -4.63, -1.78)
H (-0.63, -5.15, -0.33)
H (-0.13, -1.48, 0.30)
H (-1.83, -1.92, 0.51)
H (-0.47, -2.57, 2.48)
H (1.43, -3.50, 3.39)
H (2.58, -4.37, 2.37)
H (3.08, -2.23, 1.12)
H (1.42, -0.85, 3.15)
C (0.60, 0.87, 1.71)
O (0.18, 0.92, 2.85)
N (0.27, 1.69, 0.70)
H (0.72, 1.51, -0.18)
C (-0.63, 2.82, 0.82)
C (-0.03, 4.04, 0.18)
C (1.26, 4.44, 0.51)
C (1.82, 5.55, -0.09)
C (1.10, 6.28, -1.02)
C (-0.19, 5.89, -1.34)
C (-0.75, 4.78, -0.75)
H (-1.75, 4.48, -1.02)
H (-0.76, 6.46, -2.07)
H (1.54, 7.15, -1.48)
H (2.83, 5.85, 0.17)
H (1.82, 3.87, 1.23)
H (-1.59, 2.58, 0.36)
H (-0.79, 2.97, 1.90)

Atomic partial charges in e from the natural (NBO) method, atoms 1 to 6: -0.644, 0.581, -0.587, -0.256, 0.203, -0.203


No. 8
Entry from the OMol25 dataset: C22H25MnN4O2S as an isolated structure (the ωB97M-V functional and the def2-TZVPD basis).

Computed properties:
Multiplicity: 5
Frontier orbital gap (spin up / spin down) (eV): 6.0 / 6.0
Charge: +2

Atoms and positions in Å:
Mn (1.12, -0.66, 0.97)
C (4.05, -1.67, 1.27)
O (3.12, -0.55, 1.13)
C (3.61, 0.79, 1.19)
C (4.94, 1.14, 1.29)
C (5.26, 2.49, 1.34)
C (4.28, 3.46, 1.29)
C (2.94, 3.09, 1.19)
C (2.62, 1.75, 1.14)
N (1.27, 1.25, 1.06)
N (0.36, 2.14, 1.06)
C (-0.94, 1.89, 1.02)
C (-1.47, 0.57, 0.97)
O (-0.67, -0.48, 0.90)
C (-2.84, 0.36, 1.00)
C (-3.69, 1.44, 1.04)
C (-3.23, 2.79, 1.06)
C (-4.14, 3.86, 1.10)
C (-3.68, 5.15, 1.15)
C (-2.30, 5.39, 1.16)
C (-1.39, 4.36, 1.12)
C (-1.84, 3.04, 1.06)
H (5.06, -1.30, 1.34)
H (3.94, -2.31, 0.40)
H (3.79, -2.21, 2.18)
H (5.74, 0.42, 1.34)
H (6.30, 2.77, 1.42)
H (4.54, 4.51, 1.33)
H (2.16, 3.83, 1.16)
H (-3.22, -0.65, 1.01)
H (-4.76, 1.27, 1.05)
H (-5.20, 3.65, 1.10)
H (-4.38, 5.97, 1.19)
H (-1.94, 6.41, 1.21)
H (-0.33, 4.56, 1.13)
C (-0.06, -2.52, -4.11)
C (0.22, -3.61, -3.08)
N (0.67, -3.06, -1.78)
C (0.09, -3.15, -0.59)
S (1.11, -3.00, 0.85)
N (-1.19, -3.40, -0.40)
C (-2.34, -3.28, -1.32)
C (-3.06, -4.60, -1.51)
H (-0.39, -2.98, -5.04)
H (0.85, -1.95, -4.33)
H (-0.82, -1.83, -3.77)
H (1.02, -4.26, -3.42)
H (-0.65, -4.24, -2.92)
H (1.65, -2.86, -1.73)
H (-1.43, -3.57, 0.57)
H (-2.00, -2.86, -2.26)
H (-3.01, -2.54, -0.87)
H (-2.41, -5.35, -1.96)
H (-3.92, -4.46, -2.16)
H (-3.42, -5.00, -0.56)

Atomic partial charges in e from the natural (NBO) method, atoms 1 to 6: 1.559, -0.239, -0.592, 0.236, -0.248, -0.155


no.,largest force on an atom (eV/Å)
1,4.7
2,3.7
3,0.9
4,1.0
5,0.9
6,0.9
7,0.6
8,0.5